Version A
Below is a single C7H8OS molecule, with properties calculated with ωB97M-V/def2-TZVPD.

Properties
HOMO-LUMO gap (spin up / spin down), eV: 7.84 / 8.07
2S+1: 1

```
17
C7H8OS | OMol25 | ωB97M-V/def2-TZVPD
C 0.397 -2.229 0.538
C 0.227 -0.745 0.234
C -0.931 -0.482 -0.852
C -1.014 0.611 -1.572
S -0.517 2.315 -1.549
O 0.329 2.540 -2.733
C 0.588 1.913 -0.171
C -0.118 1.490 1.123
C -0.137 0.171 1.278
H 0.872 -2.780 -0.393
H -0.538 -2.672 1.040
H 1.175 -2.193 1.243
H 1.225 -0.351 -0.269
H -1.689 -1.220 -1.164
H 1.531 1.525 -0.431
H -0.664 2.290 1.539
H -0.737 -0.185 2.138
```

***

Version B
Below is a single C7H8OS molecule, with properties calculated with ωB97M-V/def2-TZVPD.

Properties
HOMO-LUMO gap (spin up / spin down), eV: 8.05 / 7.66
2S+1: 1

```
17
C7H8OS | OMol25 | ωB97M-V/def2-TZVPD
C -0.770 1.330 -0.251
C 0.395 0.970 -0.768
C -1.271 0.209 0.478
C -2.608 0.304 0.572
C -0.059 -0.902 0.875
C 1.004 -0.449 -0.337
C 2.434 -0.277 0.127
O -4.263 -0.581 -1.151
S -4.256 -0.309 0.373
H -1.251 2.251 -0.525
H 0.860 1.655 -1.416
H 0.498 -0.419 1.527
H -0.091 -1.926 0.673
H 1.037 -1.229 -1.158
H 3.240 0.151 -0.516
H 2.822 -1.214 0.584
H 2.279 0.434 0.912
```

***

version B is the most stable structure; the next one sits 0.0310 hartree above it.

***

Version A
Below is 6 unconnected molecules or ions with the total composition C27H57N3O9, with properties calculated with ωB97M-V/def2-TZVPD.

Properties
HOMO-LUMO gap, eV: 5.59
2S+1: 1

```
96
C27H57N3O9 | OMol25 | ωB97M-V/def2-TZVPD
C 5.234 1.664 1.416
C 3.941 1.043 1.936
C 3.258 1.870 3.011
N 1.897 1.282 3.350
C 0.975 1.666 2.253
C 2.021 -0.186 3.670
C 0.798 -0.487 4.529
C 0.461 0.838 5.287
C 1.416 1.862 4.661
H 5.064 2.150 0.456
H 6.022 0.926 1.266
H 5.636 2.341 2.175
H 4.199 0.078 2.383
H 3.288 0.661 1.147
H 3.138 2.920 2.741
H 3.877 1.858 3.909
H -0.008 1.271 2.525
H 1.230 1.244 1.286
H 0.793 2.737 2.175
H 2.061 -0.843 2.803
H 2.926 -0.238 4.274
H -0.069 -0.698 3.906
H 0.929 -1.307 5.229
H -0.582 1.046 5.061
H 0.649 0.739 6.352
H 0.930 2.817 4.473
H 2.246 2.004 5.349
C 3.146 2.910 -5.630
C 2.749 2.427 -4.237
C 2.787 0.899 -4.152
N 2.170 0.394 -2.850
C 2.611 1.222 -1.681
C 2.600 -1.042 -2.677
C 1.722 -1.851 -3.583
C 0.350 -1.085 -3.611
C 0.636 0.254 -2.955
H 2.678 2.296 -6.405
H 4.205 2.798 -5.866
H 2.837 3.939 -5.796
H 1.722 2.751 -4.044
H 3.389 2.836 -3.460
H 3.830 0.591 -4.118
H 2.224 0.434 -4.956
H 3.691 1.332 -1.739
H 2.466 0.571 -0.814
H 1.972 2.098 -1.663
H 2.362 -1.300 -1.643
H 3.678 -1.123 -2.794
H 1.717 -2.829 -3.103
H 2.087 -1.997 -4.600
H -0.405 -1.712 -3.145
H 0.128 -1.000 -4.675
H 0.353 0.315 -1.904
H 0.338 1.141 -3.512
C -6.741 2.692 -0.700
C -5.863 1.676 0.022
C -5.084 0.900 -1.010
N -4.407 -0.366 -0.527
C -3.357 0.008 0.476
C -3.759 -1.130 -1.646
C -3.671 -2.590 -1.172
C -5.021 -2.709 -0.503
C -5.384 -1.377 0.130
H -6.159 3.543 -1.062
H -7.381 3.218 0.014
H -7.388 2.312 -1.487
H -6.434 0.959 0.611
H -5.187 2.229 0.675
H -4.276 1.431 -1.518
H -5.731 0.514 -1.802
H -2.926 -0.879 0.928
H -3.703 0.693 1.243
H -2.608 0.478 -0.162
H -2.824 -0.711 -2.012
H -4.479 -1.076 -2.467
H -2.877 -2.728 -0.439
H -3.515 -3.260 -2.011
H -5.028 -3.525 0.222
H -5.779 -3.027 -1.223
H -5.359 -1.260 1.209
H -6.375 -1.061 -0.195
O -1.228 -4.489 3.839
C -2.587 -4.545 4.201
O -2.941 -5.043 5.260
O -3.330 -4.001 3.310
H -1.635 -4.149 3.003
O 4.061 -2.030 0.844
C 4.950 -1.761 -0.159
O 4.547 -1.490 -1.335
O 6.170 -1.855 0.083
H 3.213 -1.745 0.484
O -0.536 -1.518 1.489
C 0.301 -1.589 0.390
O 1.423 -1.064 0.463
O -0.232 -2.107 -0.619
H -1.234 -2.093 1.146
```

***

Version B
Below is 4 unconnected molecules or ions with the total composition C27H57N3O9, with properties calculated with ωB97M-V/def2-TZVPD.

Properties
HOMO-LUMO gap, eV: 9.44
2S+1: 1

```
96
C27H57N3O9 | OMol25 | ωB97M-V/def2-TZVPD
C 0.864 -0.842 5.580
C 1.434 -1.904 4.503
O 1.371 -3.108 4.855
O 2.012 -1.487 3.257
C 1.299 -2.091 2.148
C 0.223 -1.147 1.421
C 0.044 0.315 2.044
C -1.541 0.728 1.960
C -1.978 1.374 3.360
C -3.538 1.271 3.716
C -4.504 2.490 3.360
O -5.325 2.120 2.192
C -4.956 0.786 1.807
O -5.008 0.261 0.679
C -4.421 0.062 3.156
C -5.697 -0.450 3.985
C -5.758 -2.056 3.780
C -7.249 -2.646 3.809
C -7.965 -2.690 2.383
O -9.156 -3.078 2.345
O -7.355 -2.359 1.152
H -0.169 -0.456 5.305
H 1.613 0.026 5.570
H 0.793 -1.320 6.620
H 0.771 -3.075 2.410
H 2.101 -2.382 1.372
H -0.745 -1.747 1.318
H 0.602 -0.996 0.342
H 0.321 0.417 3.140
H 0.574 1.071 1.361
H -2.162 -0.163 1.623
H -1.673 1.556 1.167
H -1.402 0.998 4.265
H -1.743 2.502 3.279
H -3.619 1.218 4.868
H -4.079 3.548 3.393
H -5.318 2.512 4.181
H -3.715 -0.822 3.043
H -6.638 -0.019 3.478
H -5.711 -0.137 5.079
H -5.065 -2.539 4.565
H -5.276 -2.265 2.758
H -7.155 -3.736 4.170
H -7.871 -2.019 4.543
H -6.656 -1.679 1.289
C 4.892 -1.019 -4.121
O 4.661 0.157 -3.363
C 3.293 0.541 -3.272
C 2.489 -0.216 -2.194
C 2.110 -1.636 -2.605
N 3.210 -0.267 -0.917
H 4.197 -1.112 -4.960
H 4.834 -1.899 -3.478
H 5.908 -0.970 -4.518
H 3.305 1.602 -2.996
H 2.808 0.483 -4.254
H 1.555 0.334 -2.038
H 2.948 -2.332 -2.544
H 1.327 -2.022 -1.945
H 1.721 -1.657 -3.627
H 3.370 0.686 -0.596
H 4.150 -0.616 -1.110
C 7.485 5.719 -2.247
O 6.342 4.934 -2.543
C 6.632 3.648 -3.082
C 6.992 2.581 -2.028
C 8.411 2.721 -1.482
N 6.045 2.591 -0.906
H 8.298 5.547 -2.958
H 7.823 5.522 -1.227
H 7.196 6.771 -2.300
H 5.711 3.327 -3.581
H 7.399 3.719 -3.863
H 6.931 1.605 -2.520
H 8.508 3.538 -0.765
H 8.706 1.805 -0.961
H 9.128 2.888 -2.290
H 5.113 2.395 -1.267
H 5.978 3.553 -0.575
C -1.442 -2.938 -2.738
O -1.984 -1.784 -2.117
C -2.340 -0.738 -3.015
C -3.715 -0.918 -3.688
C -3.711 -1.944 -4.818
N -4.747 -1.287 -2.712
H -0.842 -2.688 -3.618
H -2.240 -3.633 -3.006
H -0.800 -3.441 -2.012
H -2.385 0.169 -2.402
H -1.546 -0.574 -3.754
H -3.989 0.046 -4.131
H -3.696 -2.972 -4.453
H -4.612 -1.837 -5.429
H -2.848 -1.802 -5.475
H -4.814 -0.545 -2.016
H -4.391 -2.083 -2.183
```

***

version A is the most stable structure; the next one sits 0.0760 hartree above it.

***

Version A
Below is a molecular structure, C3H3CuO2, with properties calculated with ωB97M-V/def2-TZVPD.

Properties
Net charge: -1
HOMO-LUMO gap (spin up / spin down), eV: 5.34 / 7.77
2S+1: 2
Expectation value of S²: 0.7542

```
9
C3H3CuO2 | OMol25 | ωB97M-V/def2-TZVPD
C 0.781 -0.599 -1.260
O -0.460 0.831 -0.032
C 1.049 -0.725 0.040
C -0.228 0.537 -1.380
O 1.383 -1.196 1.079
H 1.508 -0.882 -2.020
H 0.224 1.397 -1.914
H -1.128 0.190 -1.927
Cu -1.850 0.718 1.135
```

***

Version B
Below is a molecular structure, C3H3CuO2, with properties calculated with ωB97M-V/def2-TZVPD.

Properties
Net charge: -1
HOMO-LUMO gap (spin up / spin down), eV: 5.78 / 7.41
2S+1: 2
Expectation value of S²: 0.7523

```
9
C3H3CuO2 | OMol25 | ωB97M-V/def2-TZVPD
H 4.306 0.856 0.012
O 6.902 3.236 -0.232
O 7.728 1.085 -0.247
C 5.327 1.833 -0.232
C 5.436 3.342 -0.235
C 6.735 1.829 -0.234
H 5.100 3.878 -1.136
H 5.097 3.881 0.664
Cu 9.139 2.856 -0.278
```

***

version A is the most stable structure; the next one sits 0.0411 hartree above it.

***

Version A
Below is 5 unconnected molecules or ions with the total composition C7H24O7, with properties calculated with ωB97M-V/def2-TZVPD.

Properties
HOMO-LUMO gap, eV: 10.28
2S+1: 1

```
38
C7H24O7 | OMol25 | ωB97M-V/def2-TZVPD
O 1.377 -1.356 1.187
C 1.558 -0.513 0.058
C 0.381 0.494 -0.065
O -0.816 -0.280 -0.403
H 0.518 -1.780 1.119
H 2.577 -0.126 0.057
H 1.381 -1.121 -0.829
H 0.599 1.034 -0.987
H 0.322 1.214 0.751
H -1.569 0.274 -0.185
O -2.875 1.450 -0.064
C -2.350 2.471 -0.929
C -2.695 2.348 -2.492
O -4.018 2.742 -2.682
H -3.753 1.704 0.229
H -2.918 3.340 -0.596
H -1.283 2.569 -0.727
H -2.530 1.390 -2.985
H -1.987 2.963 -3.048
H -4.530 2.281 -2.013
C 0.079 -0.658 -3.624
O -1.195 -1.230 -3.550
H 0.323 -0.396 -2.594
H 0.725 -1.412 -4.072
H 0.090 0.277 -4.184
H -1.473 -1.106 -2.640
C 2.248 1.872 3.364
O 3.268 1.662 2.378
H 1.984 0.954 3.889
H 2.699 2.599 4.039
H 1.288 2.162 2.936
H 3.041 1.090 1.641
C 1.237 -4.475 2.965
O 2.479 -5.114 2.676
H 0.477 -5.209 3.235
H 1.384 -3.793 3.802
H 0.931 -3.865 2.115
H 3.019 -4.459 2.227
```

***

Version B
Below is 5 unconnected molecules or ions with the total composition C7H24O7, with properties calculated with ωB97M-V/def2-TZVPD.

Properties
HOMO-LUMO gap, eV: 10.55
2S+1: 1

```
38
C7H24O7 | OMol25 | ωB97M-V/def2-TZVPD
O 2.802 -3.716 -0.246
C 1.443 -3.693 -0.358
C 0.716 -4.608 -1.382
O 0.809 -6.001 -0.976
H 3.039 -2.828 -0.525
H 1.159 -3.890 0.675
H 1.097 -2.660 -0.390
H 1.299 -4.531 -2.300
H -0.307 -4.270 -1.546
H 1.617 -6.167 -0.485
O 5.938 -1.182 4.239
C 6.153 -0.352 3.166
C 4.864 0.414 2.818
O 5.017 1.351 1.766
H 6.640 -1.836 4.200
H 6.995 0.319 3.335
H 6.186 -1.062 2.340
H 4.472 0.842 3.741
H 4.165 -0.303 2.388
H 5.807 1.874 1.921
C -3.248 2.151 -4.942
O -4.628 2.441 -5.062
H -3.029 1.609 -4.022
H -3.114 1.419 -5.739
H -2.647 3.040 -5.133
H -4.759 3.289 -4.633
C -1.508 0.550 0.928
O -1.704 1.684 0.151
H -2.007 0.546 1.897
H -1.811 -0.273 0.281
H -0.450 0.436 1.167
H -2.663 1.689 0.103
C -6.458 4.227 0.213
O -5.721 3.218 0.878
H -6.431 3.824 -0.800
H -7.475 4.383 0.571
H -5.973 5.203 0.186
H -6.283 2.864 1.571
```

***

version A is the most stable structure; the next one sits 0.0316 hartree above it.

***

Version A
Below is a single S2 molecule, with properties calculated with ωB97M-V/def2-TZVPD.

Properties
HOMO-LUMO gap, eV: 5.77
2S+1: 1

```
2
S2 | OMol25 | ωB97M-V/def2-TZVPD
S -0.341 -0.741 0.410
S 0.341 0.741 -0.410
```

***

Version B
Below is a single S2 molecule, with properties calculated with ωB97M-V/def2-TZVPD.

Properties
HOMO-LUMO gap, eV: 5.61
2S+1: 1

```
2
S2 | OMol25 | ωB97M-V/def2-TZVPD
S 0.836 -0.324 0.762
S -0.836 0.324 -0.762
```

***

Version C
Below is a single S2 molecule, with properties calculated with ωB97M-V/def2-TZVPD.

Properties
HOMO-LUMO gap, eV: 5.76
2S+1: 1

```
2
S2 | OMol25 | ωB97M-V/def2-TZVPD
S -0.904 0.148 -0.254
S 0.904 -0.148 0.254
```

***

version C is the most stable structure; the next one sits 0.0021 hartree above it.

***

Version A
Below is a single C19H24N2O6 molecule, with properties calculated with ωB97M-V/def2-TZVPD.

Properties
HOMO-LUMO gap, eV: 8.69
2S+1: 1

```
51
C19H24N2O6 | OMol25 | ωB97M-V/def2-TZVPD
C -5.977 -0.115 -1.395
C -4.698 0.500 -1.944
O -3.537 -0.068 -1.336
C -3.182 0.435 -0.137
O -3.795 1.342 0.385
C -1.997 -0.168 0.474
C -1.304 -1.276 0.114
C -1.566 -2.109 -1.099
N -0.304 -1.729 0.953
C 0.807 -2.531 0.483
C 1.850 -1.626 -0.181
C 3.112 -2.391 -0.567
C 4.222 -1.456 -0.976
O 4.333 -0.305 -0.651
O 5.119 -2.071 -1.756
C -0.339 -1.465 2.329
O 0.267 -2.154 3.124
N -1.145 -0.439 2.678
C -1.484 0.568 1.702
C -0.297 1.421 1.279
C 0.989 1.197 1.741
C 2.069 1.898 1.229
C 1.874 2.850 0.237
O 2.864 3.559 -0.366
C 4.200 3.211 -0.076
C 0.571 3.123 -0.188
C -0.493 2.416 0.323
H -6.834 0.295 -1.922
H -5.963 -1.195 -1.523
H -6.071 0.115 -0.337
H -4.696 1.581 -1.771
H -4.586 0.293 -3.011
H -1.608 -3.163 -0.829
H -0.775 -1.969 -1.834
H -2.504 -1.820 -1.554
H 1.236 -3.009 1.367
H 0.474 -3.309 -0.205
H 1.422 -1.149 -1.065
H 2.123 -0.830 0.513
H 3.478 -2.957 0.295
H 2.934 -3.100 -1.376
H 5.842 -1.468 -1.991
H -1.164 -0.202 3.658
H -2.283 1.201 2.099
H 1.176 0.465 2.512
H 3.057 1.677 1.601
H 4.457 3.445 0.962
H 4.385 2.151 -0.270
H 4.812 3.819 -0.741
H 0.425 3.886 -0.935
H -1.494 2.626 -0.022
```

***

Version B
Below is a single C19H24N2O6 molecule, with properties calculated with ωB97M-V/def2-TZVPD.

Properties
HOMO-LUMO gap, eV: 8.07
2S+1: 1

```
51
C19H24N2O6 | OMol25 | ωB97M-V/def2-TZVPD
C -6.735 -1.001 1.067
O -5.441 -1.556 1.156
C -4.357 -0.941 0.609
C -3.223 -1.738 0.564
C -2.060 -1.210 0.034
N -0.838 -1.787 -0.086
C 0.040 -0.898 -0.651
C 1.391 -1.392 -0.973
O 1.546 -2.572 -1.257
N 2.419 -0.503 -0.995
C 2.460 0.747 -0.276
C 3.350 0.622 0.965
C 4.759 0.149 0.579
C 4.656 -1.160 -0.217
C 3.726 -0.965 -1.413
O 5.553 -0.074 1.735
C 6.554 0.917 1.790
C 6.700 1.335 0.325
O 5.395 1.167 -0.177
C -0.626 0.272 -0.922
C -1.975 0.109 -0.490
C -3.136 0.902 -0.455
O -3.257 2.184 -0.909
C -2.251 2.745 -1.712
C -4.305 0.380 0.113
O -5.437 1.187 0.151
C -5.376 2.247 1.083
H -6.971 -0.683 0.051
H -6.864 -0.156 1.749
H -7.407 -1.806 1.367
H -3.272 -2.744 0.945
H -0.598 -2.741 0.122
H 1.457 1.032 0.033
H 2.877 1.516 -0.934
H 2.932 -0.105 1.662
H 3.422 1.589 1.465
H 4.270 -1.934 0.446
H 5.648 -1.455 -0.558
H 3.592 -1.907 -1.946
H 4.154 -0.213 -2.084
H 7.455 0.476 2.215
H 6.223 1.762 2.409
H 6.991 2.376 0.188
H 7.404 0.677 -0.203
H -0.194 1.119 -1.413
H -1.360 2.988 -1.125
H -2.677 3.666 -2.109
H -1.983 2.085 -2.540
H -5.217 1.871 2.101
H -6.342 2.747 1.026
H -4.584 2.957 0.835
```

***

version A is the most stable structure; the next one sits 0.0963 hartree above it.

***

Version A
Below is a single C7H8N4 molecule, with properties calculated with ωB97M-V/def2-TZVPD.

Properties
HOMO-LUMO gap, eV: 9.91
2S+1: 1

```
19
C7H8N4 | OMol25 | ωB97M-V/def2-TZVPD
C 1.828 0.171 0.963
C 1.056 -0.443 -0.314
C -0.333 -0.089 -0.154
C -1.309 -1.219 -0.181
C -2.635 -0.904 -0.105
C -3.067 0.483 -0.123
C -2.036 1.418 -0.095
H 1.465 -0.088 1.933
H 1.695 1.429 0.910
H 1.366 -1.520 -0.275
H 1.518 -0.171 -1.226
H -0.844 -2.300 -0.231
H -3.300 -1.722 -0.118
H -4.059 0.748 -0.271
H -2.240 2.687 0.001
N 4.464 0.343 -1.150
N 3.843 0.164 -0.233
N 3.298 -0.105 0.873
N -0.709 1.117 -0.205
```

***

Version B
Below is 2 unconnected molecules or ions with the total composition C7H8N4, with properties calculated with ωB97M-V/def2-TZVPD.

Properties
HOMO-LUMO gap, eV: 9.06
2S+1: 1

```
19
C7H8N4 | OMol25 | ωB97M-V/def2-TZVPD
C 1.414 0.110 0.890
C 0.873 -2.053 -1.723
C -2.070 -0.365 1.330
C -2.009 0.418 0.166
C -0.768 -0.558 1.769
C -0.718 0.666 -0.162
C -0.150 1.299 -1.332
N 3.623 0.014 -0.155
N 2.483 0.114 0.340
N 0.099 0.030 0.818
N 0.005 -2.186 -0.941
H -3.104 -0.638 1.751
H -2.941 0.796 -0.327
H -0.398 -1.042 2.665
H -0.937 1.574 -2.004
H 0.365 2.290 -1.118
H 0.533 0.695 -1.812
H 4.422 0.762 0.057
H -0.723 -1.926 -0.214
```

***

version A is the most stable structure; the next one sits 0.0646 hartree above it.